(1)
3 unconnected molecules or ions with the total composition C5H16O2S in a non-equilibrium geometry, computed with ωB97M-V/def2-TZVPD.

Structure (XYZ):
```
24
Properties=species:S:1:pos:R:3:lowdin_charge:R:1
C 2.36979 -0.71501 1.25330 -0.160
C 1.69288 0.60351 1.34691 -0.307
C 0.31871 0.57171 0.59172 -0.265
C -0.40642 1.92357 0.36085 -0.503
S -1.00625 2.96980 1.70065 0.815
C -2.70234 2.96784 1.49494 -0.504
H 2.55652 -0.85294 0.18377 0.071
H 3.36037 -0.67628 1.88615 0.111
H 1.98816 -1.60563 1.70112 0.054
H 2.40569 1.34946 0.83506 0.138
H 1.55273 0.80597 2.36585 0.080
H -0.26647 -0.25903 1.11121 0.121
H 0.59086 0.13191 -0.46559 0.135
H 0.45924 2.39976 -0.00021 0.036
H -1.28221 1.80048 -0.30939 0.076
H -3.17337 3.93468 1.26724 0.041
H -3.25931 2.61233 2.36564 0.035
H -2.94980 2.40345 0.61017 0.024
O -2.15279 -6.49057 0.11397 -0.075
H -1.92575 -5.56188 0.29846 0.037
H -2.64626 -6.58129 0.94763 0.037
O 1.83940 -0.65044 -6.49471 -0.037
H 1.52604 -0.30552 -7.29192 -0.005
H 1.11058 -0.77589 -5.87283 0.042
```

As for the HOMO-LUMO gap: 9.005 eV. The value obtained for the energy above the lowest of the compared OMol25 structures with the same formula, charge and spin is 45.9 kcal per mole. Its SMILES is CCCCSC.O.O. The largest force on an atom is 0.0647 Eh/bohr. As for the net charge: 0. The HOMO energy is -8.3854 eV. The LUMO energy is 0.6196 eV.


(2)
3 unconnected molecules or ions with the total composition C5H16O3 in a non-equilibrium geometry, computed with ωB97M-V/def2-TZVPD.

Structure (XYZ):
```
24
Properties=species:S:1:pos:R:3:lowdin_charge:R:1
C -0.06768 -0.97471 2.39074 -0.118
C 0.00616 0.53291 2.31109 -0.233
C 0.15878 1.04055 0.84810 -0.191
C -1.08886 1.68415 0.27858 -0.182
C -1.44394 1.20793 -1.12794 -0.229
O -0.24302 1.25587 -1.95080 -0.104
H -0.94210 -1.39031 1.92535 0.077
H -0.04235 -1.37952 3.40432 0.078
H 0.77239 -1.54501 1.99624 0.048
H 0.85856 0.87813 2.90214 0.103
H -0.87518 0.94230 2.80808 0.100
H 0.56890 0.21718 0.26158 0.089
H 1.02648 1.69292 0.85075 0.111
H -0.96019 2.76366 0.18474 0.114
H -1.97278 1.52091 0.87479 0.107
H -2.11267 1.88795 -1.60307 0.103
H -1.77525 0.16637 -1.08567 0.115
H -0.53911 1.13657 -2.86654 0.085
O 1.79240 -2.10440 0.03214 -0.071
H 1.05419 -1.84661 0.60614 -0.028
H 1.37386 -2.60854 -0.65179 -0.003
O 0.61502 -1.72668 -2.27455 -0.049
H -0.21536 -2.08800 -2.58988 0.048
H 0.67681 -0.78245 -2.45245 0.029
```

As for the HOMO-LUMO gap: 10.887 eV. The value obtained for the energy above the lowest of the compared OMol25 structures with the same formula, charge and spin is 17.2 kcal per mole. Its SMILES is CCCCCO.O.O. The largest force on an atom is 0.0352 Eh/bohr. As for the net charge: 0. The HOMO energy is -10.4044 eV. The LUMO energy is 0.4828 eV.


(3)
A molecular structure, C5H17AuN5S in a non-equilibrium geometry, computed with ωB97M-V/def2-TZVPD.

Structure (XYZ):
```
29
Properties=species:S:1:pos:R:3:lowdin_charge:R:1
Au 0.02908 -0.00586 -0.05836 1.025
N -0.52593 1.68954 1.10076 -0.024
C -1.25960 1.48388 2.38577 -0.167
C -2.74643 1.18720 2.20953 -0.170
C -3.10150 -0.28271 2.39600 -0.163
C -2.42178 -1.27376 1.45301 -0.186
N -2.03897 -0.69218 0.12704 -0.033
H 0.36793 2.14662 1.29131 0.102
H -1.05030 2.30761 0.47578 0.140
H -1.14324 2.40327 2.96875 0.155
H -0.76174 0.70427 2.96424 0.139
H -3.10456 1.59437 1.25538 0.121
H -3.30516 1.74293 2.96239 0.144
H -4.18618 -0.37398 2.31074 0.138
H -2.90646 -0.59569 3.42301 0.141
H -3.09259 -2.12096 1.29700 0.143
H -1.53724 -1.72397 1.90954 0.119
H -2.65127 0.08606 -0.11634 0.113
H -2.15190 -1.38796 -0.60840 0.118
N 0.86556 -1.66030 -1.32329 0.007
N 2.26397 -1.67352 -1.43299 -0.009
C 3.01829 -0.65736 -1.01197 -0.713
N 4.31484 -0.67560 -1.14729 0.213
S 2.28435 0.73403 -0.28017 0.809
H 0.55741 -2.55966 -0.94328 0.153
H 0.44534 -1.55343 -2.25305 0.154
H 2.68566 -2.47201 -1.90173 0.202
H 4.81542 -1.44638 -1.58020 0.172
H 4.89249 0.09652 -0.83033 0.158
```

As for the HOMO-LUMO gap: 7.356 eV. The value obtained for the energy above the lowest of the compared OMol25 structures with the same formula, charge and spin is 0.0 kcal per mole. The largest force on an atom is 0.0250 Eh/bohr. As for the net charge: +3. The HOMO energy is -21.3556 eV. The LUMO energy is -13.9998 eV.